(1)
A 4-piece molecular cluster, C57H50BBrClN2O11P2 overall at a distorted geometry, computed with wB97M-V/def2-TZVPD.

The geometry in ORCA input format:
```
! wB97M-V def2-TZVPD RIJCOSX def2/J DEFGRID3
* xyz 1 1
C -3.0051 3.0979 -1.8441
C -2.4911 4.3610 -1.1266
C -2.1194 5.5514 -2.0263
C -1.5166 5.2350 -3.3955
C -0.3448 4.2550 -3.4284
C 0.7696 4.5130 -2.3849
C 1.0958 3.2670 -1.5737
C 2.2510 3.4985 -0.5738
C 3.4938 2.6615 -0.7694
O 3.4596 1.3925 -0.0634
C 2.7280 0.4448 -0.6578
O 2.9866 -0.0228 -1.7172
C 1.5748 -0.0219 0.1741
C 1.7016 0.1094 1.5629
C 0.6785 -0.2948 2.4023
P 0.7686 -0.2206 4.2673
O 2.3380 -0.2246 4.5728
Cl 0.2204 1.7455 4.4823
N -0.4354 -0.7779 1.8346
C -0.6046 -0.9197 0.5088
P -2.2786 -1.6436 0.1407
O -2.7894 -0.8586 -1.1392
Br -1.8090 -3.7130 -0.4981
C 0.4107 -0.5628 -0.3843
B 0.2786 -0.7946 -1.9839
N 0.9865 -1.9313 -2.5710
O -0.5186 -0.0156 -2.7581
H -3.1910 3.2405 -2.9012
H -2.3304 2.2684 -1.6710
H -3.9511 2.7921 -1.3997
H -3.2832 4.6876 -0.4586
H -1.6579 4.1096 -0.4759
H -3.0049 6.1706 -2.1348
H -1.3989 6.1576 -1.4789
H -2.3083 4.8339 -4.0269
H -1.2383 6.1836 -3.8470
H 0.0952 4.3415 -4.4187
H -0.6819 3.2236 -3.3463
H 0.5072 5.3539 -1.7505
H 1.6688 4.7924 -2.9294
H 1.3914 2.4899 -2.2862
H 0.2061 2.9281 -1.0430
H 2.5744 4.5293 -0.6832
H 1.8858 3.4335 0.4458
H 3.7103 2.5050 -1.8234
H 4.3356 3.1978 -0.3497
H 2.6157 0.5162 1.9593
H 2.8455 0.4529 4.1000
H -1.1879 -1.0741 2.4577
H -3.7499 -0.7470 -1.0450
H 1.9079 -2.0124 -2.1479
H 0.5203 -2.8018 -2.3055
H -0.1167 0.8288 -2.9958
C 2.3238 4.7210 6.8566
C 1.6558 4.1818 5.7603
C 1.9802 4.6020 4.4808
C 2.9641 5.5659 4.2933
C 3.6167 6.1181 5.3960
C 3.3000 5.6853 6.6757
C 4.6453 7.1855 5.2227
O 5.2152 7.6590 6.1799
C 4.9421 7.6527 3.8391
C 5.8559 8.6811 3.6551
C 6.1540 9.1202 2.3763
C 5.5466 8.5282 1.2743
C 4.6314 7.5052 1.4519
C 4.3188 7.0682 2.7333
C 3.3110 5.9895 2.9081
O 2.7794 5.4633 1.9487
H 2.0765 4.3890 7.8561
H 0.8885 3.4379 5.9153
H 1.4727 4.1909 3.6194
H 3.8176 6.1098 7.5246
H 6.3275 9.1354 4.5151
H 6.8625 9.9251 2.2355
H 5.7860 8.8699 0.2763
H 4.1523 7.0453 0.5989
C -6.1391 -0.8058 -1.9921
C -6.1487 -1.2600 -0.6744
C -6.6910 -2.4964 -0.3658
C -7.2376 -3.2790 -1.3725
C -7.2488 -2.8154 -2.6888
C -6.6901 -1.5827 -2.9973
C -7.8723 -3.6240 -3.7813
O -7.8721 -3.2176 -4.9221
C -8.4918 -4.9278 -3.4199
C -9.1236 -5.6717 -4.4077
C -9.6943 -6.8929 -4.0931
C -9.6298 -7.3810 -2.7923
C -9.0054 -6.6425 -1.8019
C -8.4416 -5.4109 -2.1085
C -7.8027 -4.6181 -1.0241
O -7.7388 -5.0339 0.1124
H -5.7070 0.1586 -2.2346
H -5.7306 -0.6422 0.1149
H -6.6969 -2.8578 0.6534
H -6.6932 -1.2369 -4.0215
H -9.1679 -5.2894 -5.4178
H -10.1903 -7.4688 -4.8626
H -10.0715 -8.3384 -2.5515
H -8.9560 -7.0147 -0.7883
C 2.7850 -3.1396 0.7447
C 4.1229 -3.0905 1.1250
C 4.9010 -4.2330 1.0572
C 4.3410 -5.4274 0.6185
C 2.9956 -5.4775 0.2577
C 2.2227 -4.3272 0.3135
C 2.3583 -6.7567 -0.1758
O 1.1872 -6.7814 -0.4919
C 3.1988 -7.9823 -0.1976
C 2.6181 -9.1949 -0.5456
C 3.3893 -10.3437 -0.5833
C 4.7457 -10.2856 -0.2814
C 5.3300 -9.0809 0.0709
C 4.5596 -7.9271 0.1224
C 5.2004 -6.6480 0.5340
O 6.3802 -6.5866 0.7991
H 2.1753 -2.2525 0.7865
H 4.5597 -2.1616 1.4717
H 5.9430 -4.2073 1.3442
H 1.1812 -4.3720 0.0211
H 1.5643 -9.2341 -0.7830
H 2.9349 -11.2882 -0.8502
H 5.3466 -11.1841 -0.3182
H 6.3828 -9.0307 0.3105
*
```

For the gap between HOMO and LUMO, the calculation gives 0.2434 Ha.



(2)
C27H32BBiCl3I2N7OSi as an isolated structure at a distorted geometry, computed with wB97M-V/def2-TZVPD.

The geometry in ORCA input format:
```
! wB97M-V def2-TZVPD RIJCOSX def2/J DEFGRID3
* xyz 0 1
Bi 0.0941 0.2507 -0.1675
C -2.8457 3.0383 -1.7803
C -0.6547 3.0744 -1.3969
C -0.0425 3.3125 -2.7976
C 0.2482 3.6588 -0.4025
C 1.1213 4.7077 -0.1960
C 2.0772 4.1991 0.6896
N 1.7905 2.9128 0.9958
N 0.6709 2.5613 0.4045
B 2.5800 1.7595 1.7330
N 1.5308 0.9462 2.6129
C 1.5845 0.8837 3.9460
C 0.4294 0.2992 4.4194
C -0.3441 0.0069 3.2920
N 0.3496 0.3843 2.1862
C -1.7311 -0.6432 3.3582
C -1.5744 -2.1461 3.1029
C -2.7607 0.0460 2.4467
N 3.2013 0.7653 0.7014
C 4.3991 0.1678 0.7839
C 4.5610 -0.6559 -0.3075
C 3.3754 -0.5263 -1.0503
N 2.5656 0.3267 -0.4218
C 3.0951 -1.1497 -2.3894
C 4.2088 -0.7372 -3.3619
C 1.7378 -0.7709 -2.9748
H -1.5188 1.6214 -2.2930
H -2.5210 1.3217 -1.2584
H -3.6436 3.6261 -2.1624
H -1.0893 1.3829 -0.9194
H -0.4131 4.2561 -3.1937
H 1.0435 3.3036 -2.8159
H -0.4481 2.5036 -3.4080
H 1.0696 5.6962 -0.6156
H 2.9401 4.6848 1.1129
H 3.4323 2.2138 2.4314
H 2.4410 1.2604 4.4786
H 0.1629 0.1088 5.4438
H -2.0850 -0.5135 4.3829
H -1.0637 -2.3242 2.1627
H -0.9788 -2.5988 3.8968
H -2.5509 -2.6321 3.0779
H -2.2220 0.6610 1.6913
H -3.4273 -0.6456 1.9325
H -3.3592 0.7706 2.9948
H 5.0682 0.3723 1.6028
H 5.4086 -1.2781 -0.5354
H 3.1318 -2.2362 -2.2635
H 4.1986 0.3446 -3.5065
H 5.1893 -1.0244 -2.9852
H 4.0603 -1.2182 -4.3292
H 1.5983 0.3130 -2.9562
H 1.6761 -1.1049 -4.0108
H 0.9227 -1.2464 -2.4268
I 1.8205 -4.7065 0.5882
C -0.1281 -4.2082 0.0272
C -1.0630 -5.2045 -0.2611
C -2.3191 -4.8699 -0.6768
I -3.6793 -6.4213 -1.0733
C -2.6893 -3.5149 -0.8346
C -3.9296 -3.0739 -1.3234
C -4.1848 -1.7457 -1.4631
C -3.2113 -0.8170 -1.0780
N -2.0415 -1.1805 -0.5784
C -1.7427 -2.5088 -0.4836
C -0.4220 -2.8482 -0.0306
O 0.4677 -1.9673 0.3098
H -0.7816 -6.2419 -0.1460
H -4.6767 -3.8072 -1.5961
H -5.1316 -1.3938 -1.8477
H -3.3523 0.2353 -1.1948
Cl -1.5386 3.1599 2.3826
Si -2.1061 2.1996 0.6203
Cl -4.1736 2.3761 0.8590
Cl -1.8069 2.2481 -1.1538
*
```

For the gap between HOMO and LUMO, the calculation gives 0.2000 Ha.



(3)
An isolated ion of composition C5H8N and charge +1 at a distorted geometry, computed with wB97M-V/def2-TZVPD.

The geometry in ORCA input format:
```
! wB97M-V def2-TZVPD RIJCOSX def2/J DEFGRID3
* xyz 1 1
C -1.4933 2.1321 -0.9453
C -1.2353 1.0380 -0.3275
C -1.0754 -0.0959 0.2529
C 0.3112 -0.4627 0.8570
C 1.5825 -0.3869 0.0476
N 0.9465 -1.6906 0.3471
H -1.3952 2.1525 -2.0217
H -1.6922 3.1919 -0.4328
H -1.7264 -0.9441 0.3946
H 0.2205 -0.4488 2.0069
H 1.2468 0.0837 -0.9242
H 2.4932 0.0516 0.3955
H 0.5690 -2.2066 -0.5484
H 1.2482 -2.4142 0.8983
*
```

Its SMILES is C=C=C[C@@H]1C[NH2+]1. For the gap between HOMO and LUMO, the calculation gives 0.3861 Ha.



(4)
An isolated molecule of CH5N3O at a distorted geometry, computed with wB97M-V/def2-TZVPD.

The geometry in ORCA input format:
```
! wB97M-V def2-TZVPD RIJCOSX def2/J DEFGRID3
* xyz 0 1
N 2.2126 -0.1946 0.1185
N 0.8381 -0.4218 -0.0009
C 0.1354 0.5809 -0.0366
N -1.2518 0.6017 0.1841
O -1.9125 -0.6397 -0.1660
H 2.6442 -0.8977 -0.4980
H 2.4881 0.7841 -0.1863
H 0.5769 1.5735 -0.1670
H -1.6665 1.2637 -0.4855
H -2.1476 -0.9885 0.7726
*
```

Its SMILES is N/N=C/NO. For the gap between HOMO and LUMO, the calculation gives 0.3530 Ha.



(5)
C31H21F5FeN8O3S2 as an isolated structure at a distorted geometry, computed with wB97M-V/def2-TZVPD.

The geometry in ORCA input format:
```
! wB97M-V def2-TZVPD RIJCOSX def2/J DEFGRID3
* xyz -2 1
Fe 0.4042 -0.9050 -0.5720
N 0.6958 -0.4044 -5.5310
C 0.5984 0.1668 -4.2417
S -0.4494 1.5267 -4.0908
N 1.3384 -0.4382 -3.3653
N 1.3275 0.0355 -2.0526
C 1.8714 1.1798 -1.8205
C 1.8138 1.9161 -0.5897
C 2.6787 3.0787 -0.4608
C 2.6422 3.9512 0.5503
C 1.6740 3.7428 1.6627
C 0.5402 2.7096 1.4336
C 0.7910 1.7038 0.3366
O -0.0632 0.7635 0.2691
H -0.1609 -0.2785 -6.0487
H 1.0156 -1.3632 -5.4885
H 2.3781 1.6574 -2.6613
H 3.3933 3.2352 -1.2654
H 3.3159 4.7994 0.5821
H 1.2555 4.6885 2.0197
H -0.4546 3.1189 1.2384
O 2.1475 -1.0280 0.3469
N 2.6508 -2.1702 0.4175
N 1.9203 -3.1016 -0.0982
O 0.7367 -2.8519 -0.6551
C 2.3940 -4.4333 -0.0827
C 3.5730 -4.7738 0.5770
C 4.0006 -6.0892 0.5598
C 3.2680 -7.0701 -0.1006
C 2.0935 -6.7171 -0.7464
C 1.6498 -5.4017 -0.7414
H 4.1329 -4.0080 1.0922
H 4.9170 -6.3513 1.0740
H 3.6097 -8.0974 -0.1059
H 1.5099 -7.4699 -1.2619
H 0.7369 -5.1025 -1.2341
C -2.2295 -2.3637 -3.5237
C -1.1295 -2.0456 -2.7468
N -1.2362 -1.2385 -1.6859
C -2.4132 -0.7018 -1.3987
C -3.5787 -0.9867 -2.0980
C -3.4703 -1.8536 -3.1767
C -4.8951 -0.5180 -1.6269
C -5.2155 0.6349 -1.0375
C -4.3576 1.8316 -0.8970
C -4.5745 2.7561 0.1187
C -3.7627 3.8743 0.1279
N -2.8090 4.0790 -0.7769
C -2.6635 3.1182 -1.6918
N -3.4006 2.0215 -1.8022
H -2.1115 -3.0193 -4.3756
H -0.1429 -2.4311 -2.9508
H -2.4265 -0.0431 -0.5398
H -4.3550 -2.1194 -3.7456
H -5.6917 -1.2513 -1.7274
H -6.2224 0.7393 -0.6449
H -5.3357 2.6029 0.8724
H -3.8779 4.6369 0.8914
H -1.8661 3.2298 -2.4167
F 1.8806 4.8478 6.0818
C 1.5794 4.0980 4.9999
C 2.5064 3.6909 4.1447
F 3.8065 4.0131 4.3211
C 2.1245 2.9426 2.9152
F 3.1353 2.0639 2.6062
C 0.7238 2.2215 2.9266
S 0.6189 0.5293 3.4997
C -0.2157 2.9806 3.8083
F -1.5285 2.7863 3.6026
C 0.1706 3.7974 4.7847
F -0.6996 4.3448 5.6740
*
```

For the gap between HOMO and LUMO (alpha / beta), the calculation gives 0.1887 / 0.1880 Ha.



(6)
A 9-piece molecular cluster, C9H18Cl18 overall at a distorted geometry, computed with wB97M-V/def2-TZVPD.

The geometry in ORCA input format:
```
! wB97M-V def2-TZVPD RIJCOSX def2/J DEFGRID3
* xyz 0 1
Cl 1.0839 0.5997 4.6889
C 2.2724 0.6725 3.3491
Cl 2.6581 -0.9609 2.9594
H 1.9440 1.2712 2.4995
H 3.1902 1.1405 3.7053
Cl -1.9332 -0.4531 3.2877
C -1.0477 -1.8278 3.9177
Cl -2.2034 -3.1375 3.9357
H -0.2208 -2.0418 3.2406
H -0.7393 -1.5088 4.9134
Cl 3.7042 0.3412 -0.8625
C 5.0380 1.3191 -0.2128
Cl 6.1582 0.3804 0.8115
H 5.5490 1.8564 -1.0117
H 4.5657 2.0823 0.4057
Cl -1.9583 -5.0215 -0.4077
C -0.3005 -4.7347 -1.0041
Cl -0.1690 -5.1533 -2.7322
H -0.0214 -3.6815 -0.9753
H 0.4255 -5.2720 -0.3940
Cl 1.7291 -1.0313 -3.6738
C 0.9751 -2.4751 -4.3534
Cl 0.9698 -2.4904 -6.1731
H 1.4996 -3.3617 -3.9970
H -0.0652 -2.5136 -4.0305
Cl 0.1856 -1.2325 0.4120
C -0.0522 0.1999 -0.5579
Cl -0.0661 1.5799 0.6334
H 0.7950 0.3361 -1.2299
H -0.9428 0.2516 -1.1843
Cl -3.0584 1.0621 -3.6395
C -3.7927 -0.4848 -3.2790
Cl -2.6365 -1.6263 -2.6540
H -4.5777 -0.3297 -2.5389
H -4.3286 -0.9533 -4.1045
Cl -2.7110 4.8675 -2.7682
C -1.8985 3.9372 -1.5013
Cl -0.4251 4.6744 -0.8565
H -2.5859 3.8414 -0.6608
H -1.6372 2.9386 -1.8516
Cl -0.9507 3.9527 5.1689
C -1.0324 3.2378 3.5489
Cl -1.5790 4.3993 2.3184
H -0.0315 2.9062 3.2727
H -1.7784 2.4438 3.5854
*
```

Its SMILES is ClCCl.ClCCl.ClCCl.ClCCl.ClCCl.ClCCl.ClCCl.ClCCl.ClCCl. For the gap between HOMO and LUMO, the calculation gives 0.3986 Ha.



| no. | E (Eh) |
| --- | --- |
| 1 | -6880.984327 |
| 2 | -4010.673503 |
| 3 | -249.680634 |
| 4 | -280.496768 |
| 5 | -4416.984720 |
| 6 | -8637.133597 |